i:
ORCA calculation (wB97M-V/def2-TZVPD) on a cluster of 2 separate species, C7H12N2O in total.

```
22
Properties=species:S:1:pos:R:3:mulliken_charge:R:1
C -1.63255 -0.18703 1.07615 -1.475
C -0.55447 -0.52270 0.04743 1.809
C 0.16869 0.73122 -0.52652 -0.930
C 1.28606 0.37154 0.44375 0.584
C 2.73206 0.71995 0.40684 -0.572
C 1.84466 1.24207 1.52274 -0.915
N 0.72755 -0.96752 0.63524 -0.586
C -1.09404 -1.46603 -0.96651 -0.329
N -1.15509 -2.40575 -1.67772 -0.684
H -1.22448 0.54630 1.78461 0.409
H -2.51605 0.24906 0.59256 0.358
H -1.93383 -1.08533 1.63152 0.375
H 0.45622 0.62573 -1.57910 0.350
H -0.35078 1.68211 -0.36793 0.336
H 3.44114 -0.07105 0.65915 0.248
H 3.07274 1.42080 -0.35795 0.235
H 1.57407 2.29994 1.51889 0.258
H 1.96867 0.80294 2.51453 0.244
H 0.65571 -1.28194 1.60043 0.315
O -2.86515 -0.80287 -2.91443 -0.720
H -2.40402 -1.77894 -2.99520 0.390
H -2.19712 -0.12249 -3.04851 0.300
```

Properties
SMILES: C[C@@]1(C#N)CC2(CC2)N1.O
spin multiplicity: 1



ii:
ORCA calculation (wB97M-V/def2-TZVPD) on a cluster of 2 separate species, C7H12N2O in total.

```
22
Properties=species:S:1:pos:R:3:mulliken_charge:R:1
N 3.45283 0.97663 -0.36576 -0.605
C 2.92779 0.01494 0.37111 0.250
C 1.60461 -0.60557 -0.02506 -0.405
N 0.55601 0.38593 -0.11115 -0.178
C -0.69205 -0.12069 -0.63812 -0.101
C -1.52574 -1.20248 0.13478 -0.814
C -2.72345 -0.25386 0.09533 -0.043
C -2.38455 1.01435 0.81283 -0.725
C -1.88709 0.82008 -0.59216 -0.567
H 1.73314 -1.06758 -1.01755 0.334
H 1.41413 -1.43125 0.68412 0.279
H 0.39906 0.80951 0.79974 0.274
H -0.51214 -0.46189 -1.66781 0.449
H -1.65989 -2.12492 -0.44315 0.278
H -1.16037 -1.45854 1.14129 0.315
H -3.75219 -0.53968 -0.12582 0.365
H -3.19617 1.73722 0.90602 0.263
H -1.70156 0.99543 1.66852 0.155
H -2.17142 1.50357 -1.39333 0.360
O 3.90977 -0.81702 0.55318 -0.656
H 2.76302 1.68019 -0.61882 0.230
H 4.60626 0.14562 -0.16818 0.542
```

Properties
spin multiplicity: 1



Most stable structure, least stable structure: i, ii.



i:
ORCA calculation (wB97M-V/def2-TZVPD) on an isolated molecule of C6H8.

```
14
Properties=species:S:1:pos:R:3:mulliken_charge:R:1
C 1.60625 0.82999 0.12865 -0.212
C 0.25176 0.95495 -0.13142 -0.637
C 1.72206 -0.60114 0.05561 -0.543
C 0.18261 -0.79741 -0.36133 -0.631
C -0.72628 -0.04468 0.47929 0.881
C -2.06237 0.21253 -0.05641 -1.404
H 2.30749 1.53814 -0.23022 0.342
H 2.47774 -0.97151 -0.56142 0.350
H 1.95257 -0.95629 1.08998 0.213
H 0.13222 -0.86631 -1.39814 0.308
H -0.52751 -0.12052 1.56962 0.286
H -2.78141 -0.60408 0.15193 0.367
H -2.11997 0.34534 -1.13309 0.271
H -2.41514 1.08099 0.39696 0.409
```

Properties
SMILES: C[C@@H]1C2=CC[C@H]21
spin multiplicity: 1



ii:
ORCA calculation (wB97M-V/def2-TZVPD) on a structure of composition C6H8.

```
14
Properties=species:S:1:pos:R:3:mulliken_charge:R:1
C -0.02199 1.19032 -0.53381 -0.564
C 1.11390 0.30013 -0.04323 -0.379
C 0.51748 -0.75983 0.88934 -0.137
C -0.90979 -0.53338 1.28275 -0.888
C -0.83304 -0.08182 -0.68679 -0.217
C 0.42668 -0.93348 -0.58714 -0.578
H 0.19451 1.60838 -1.52010 0.303
H -0.43125 1.96772 0.11981 0.262
H 2.17020 0.53242 -0.06017 0.390
H 1.21920 -1.32424 1.50337 0.436
H -1.63257 -0.62348 0.36544 0.339
H -1.06273 0.39968 1.84092 0.161
H -1.59261 -0.19322 -1.47376 0.436
H 0.76974 -1.76267 -1.18972 0.437
```

Properties
spin multiplicity: 1



Most stable structure, least stable structure: i, ii.